Entry 1:
Below is a cluster of 8 separate species, C14H44O15 in total at a distorted geometry, with properties calculated with ωB97M-V/def2-TZVPD.

Output
energy above the lowest of the compared OMol25 structures with the same formula, charge and spin	0.0	kJ/mol
F_max	3.70	eV/Å
SMILES	OCCO.OCCO.OCCO.OCCO.OCCO.OCCO.OCCO.O
2S+1	1
orbital gap	10.30	eV
charge	0

Last column: Löwdin charge in e.
Element x y z (Å)
O -4.619 -1.765 -1.079  -0.065
O -1.142 2.084 -1.552  -0.103
O -3.942 0.268 1.380  -0.017
O 3.326 2.734 -1.149  -0.092
O 2.145 0.552 -2.671  -0.065
O -0.575 -4.461 -1.638  -0.096
O 2.544 2.911 3.449  -0.026
O -2.396 -4.631 0.469  -0.077
O 0.534 1.865 1.195  -0.145
O 0.333 -1.104 1.344  -0.065
O 3.428 1.098 1.524  -0.064
O -2.309 -0.486 -2.582  -0.041
O 0.997 3.935 -0.691  -0.098
O 2.328 -1.687 -0.779  -0.068
O -2.150 -2.196 2.171  -0.108
C 4.194 0.904 0.326  -0.191
C -2.712 -1.079 2.964  -0.186
C -1.151 3.532 -1.731  -0.171
C -0.058 -4.728 -0.282  -0.219
C -2.215 -1.121 -1.360  -0.282
C 0.277 4.109 -1.867  -0.227
C -2.920 0.217 2.260  -0.322
C 1.520 -1.645 -1.940  -0.199
C -1.136 -5.300 0.493  -0.272
C 0.375 2.586 2.462  -0.167
C 4.452 2.183 -0.481  -0.211
C 1.496 3.534 2.782  -0.250
C 1.052 -0.197 -2.130  -0.184
C -3.248 -2.190 -1.194  -0.235
H 5.255 1.882 -1.221  0.133
H 0.324 -3.747 0.150  0.117
H -1.377 -3.925 -1.707  0.047
H -1.854 0.368 -2.508  0.054
H -0.849 -5.331 1.575  0.137
H -1.245 -1.678 -1.283  0.106
H 3.800 0.130 -0.285  0.087
H 0.762 -2.411 -1.774  0.091
H -1.963 0.577 1.866  0.093
H 2.593 -2.566 -0.583  0.084
H 0.210 1.886 3.263  0.125
H -3.195 -2.885 -2.044  0.129
H -3.060 -2.709 -0.257  0.087
H -4.886 -1.271 -1.894  0.111
H -2.183 -0.439 -0.480  0.118
H 2.085 -1.908 -2.820  0.120
H -1.308 -6.342 0.132  0.136
H 1.926 3.621 -0.723  0.059
H -1.732 3.663 -2.633  0.118
H 0.189 -0.179 -2.828  0.127
H 5.192 0.704 0.641  0.112
H -3.129 0.958 3.052  0.135
H 0.848 0.207 -1.160  0.096
H 0.761 -5.490 -0.363  0.138
H -3.960 -0.518 0.825  0.065
H 1.179 4.248 3.560  0.135
H -0.564 3.105 2.245  0.123
H -1.689 3.948 -0.891  0.119
H -3.675 -1.422 3.390  0.134
H 1.812 4.081 1.929  0.106
H -1.183 -1.974 2.086  0.060
H 2.777 2.213 2.894  0.003
H -2.446 -3.936 1.139  0.047
H -0.005 -0.192 1.184  0.023
H -2.123 -0.938 3.854  0.112
H 2.952 1.975 -1.682  0.084
H 1.092 -1.196 0.728  0.027
H 0.759 3.478 -2.647  0.129
H 2.231 0.470 -3.615  0.100
H 0.219 5.165 -2.165  0.123
H 0.620 2.535 0.480  0.048
H 4.984 2.925 0.104  0.121
H -1.048 1.885 -0.592  0.078
H 2.479 1.113 1.359  0.050

Entry 2:
Below is a cluster of 7 separate species, C14H45N3O8 in total at a distorted geometry, with properties calculated with ωB97M-V/def2-TZVPD.

Output
energy above the lowest of the compared OMol25 structures with the same formula, charge and spin	0.0	kJ/mol
F_max	3.62	eV/Å
SMILES	COC[C@H](C)N.COC[C@H](C)N.COC[C@H](C)N.OCCO.O.O.O
2S+1	1
orbital gap	9.52	eV
charge	0

Last column: Löwdin charge in e.
Element x y z (Å)
O 4.082 -4.001 2.138  -0.165
O -1.955 -1.395 1.654  -0.074
O 0.867 -0.191 2.643  -0.093
O -2.100 -0.924 -2.543  -0.170
O -2.828 6.339 -1.475  -0.167
O 1.351 3.338 0.520  -0.046
O -3.179 -4.470 3.195  -0.081
O 1.950 0.642 0.444  -0.143
N 3.490 -1.767 0.641  0.042
N 0.822 1.209 -2.124  0.039
N -0.902 4.021 -1.667  0.041
C 0.841 -0.675 -3.577  -0.064
C -1.989 3.042 0.246  -0.061
C -2.613 5.387 -0.437  -0.212
C 4.655 -5.253 2.348  -0.106
C -1.022 -0.306 -1.888  -0.196
C -2.192 3.995 -0.942  -0.391
C -0.041 0.314 -2.898  -0.426
C -3.211 -3.062 2.824  -0.201
C 1.341 -2.807 0.076  -0.071
C -2.863 -1.710 -1.674  -0.102
C -1.838 -2.533 2.432  -0.280
C 2.469 -2.680 1.025  -0.457
C 3.039 -4.072 1.255  -0.259
C -1.730 7.252 -1.498  -0.118
H 1.637 2.439 0.403  -0.030
H -3.782 -2.996 1.910  0.110
H -1.175 -2.278 3.270  0.129
H 2.233 -4.687 1.575  0.117
H 1.088 0.432 3.344  0.041
H -3.709 -2.511 3.592  0.111
H -1.315 -3.274 1.828  0.103
H 3.335 -4.557 0.351  0.117
H 2.554 -0.090 0.358  -0.007
H -3.514 5.313 0.170  0.128
H 5.667 -5.119 2.661  0.078
H -1.814 7.872 -2.351  0.072
H -1.851 5.751 0.212  0.104
H 1.557 -0.144 -4.267  0.099
H 4.144 -2.109 -0.107  0.122
H 4.629 -5.918 1.393  0.121
H -0.726 6.862 -1.461  0.074
H -0.573 0.788 -3.691  0.133
H -1.379 0.438 -1.173  0.118
H 0.645 -3.611 0.329  0.078
H -2.973 3.670 -1.615  0.130
H -1.055 4.740 -2.370  0.069
H -1.845 3.596 1.154  0.065
H 4.069 -5.757 3.093  0.081
H 1.116 0.250 1.776  -0.003
H 0.254 -1.362 -4.123  0.066
H -1.227 -0.788 1.818  0.061
H 4.141 -1.730 1.430  0.097
H -0.391 -1.052 -1.357  0.101
H 0.184 2.023 -2.019  0.065
H 2.000 -2.286 1.949  0.141
H -1.842 7.926 -0.633  0.094
H -2.969 2.555 0.380  0.086
H -3.854 -1.285 -1.602  0.087
H -2.406 -1.688 -0.677  0.059
H 2.145 3.854 0.636  0.042
H 1.421 0.786 -0.476  0.084
H -2.824 -2.770 -2.016  0.101
H 0.730 -1.852 -0.069  0.075
H -2.256 -4.734 3.039  0.072
H 1.588 1.515 -2.704  0.092
H -1.114 2.363 0.196  0.062
H -0.081 4.108 -1.085  0.045
H 1.636 -3.130 -0.942  0.088
H 1.456 -1.246 -2.846  0.083

Entry 3:
Below is a cluster of 8 separate species, C14H45NO13 in total at a distorted geometry, with properties calculated with ωB97M-V/def2-TZVPD.

Output
energy above the lowest of the compared OMol25 structures with the same formula, charge and spin	0.0	kJ/mol
F_max	1.32	eV/Å
SMILES	COC[C@H](C)N.OCCO.OCCO.OCCO.OCCO.OCCO.O.O
2S+1	1
orbital gap	10.19	eV
charge	0

Last column: Löwdin charge in e.
Element x y z (Å)
O 3.227 -0.787 0.362  -0.070
O 0.259 5.550 3.372  -0.050
O -3.980 1.912 0.186  -0.067
O 0.320 -3.796 -3.155  -0.073
O 5.339 -2.592 -0.226  -0.074
O 1.564 1.790 -4.043  -0.041
O -0.610 -4.081 0.365  -0.206
O 1.094 0.677 1.050  -0.074
O -3.267 3.810 -1.818  -0.067
O 0.362 3.828 -2.156  -0.092
O 2.271 -3.388 -5.157  -0.052
O -0.339 2.869 2.062  -0.094
O -3.779 -0.181 2.234  -0.099
N -2.192 -2.582 2.194  0.046
C 0.264 5.257 1.979  -0.245
C 2.590 -3.663 -3.811  -0.257
C -0.227 -5.380 -0.037  -0.107
C 2.360 -0.339 -0.652  -0.239
C -0.095 -3.747 1.638  -0.219
C -0.709 -2.435 2.065  -0.419
C -2.910 0.946 2.180  -0.267
C 1.551 -3.131 -2.863  -0.247
C 0.645 3.844 1.656  -0.210
C -3.729 2.061 1.589  -0.225
C -1.951 4.159 -1.512  -0.282
C -0.133 -1.929 3.362  -0.050
C 1.617 0.918 -0.242  -0.236
C -1.009 3.509 -2.475  -0.240
H -0.900 3.269 2.731  0.079
H -3.269 -1.029 2.200  0.035
H 1.586 -3.989 -5.464  0.086
H -1.225 3.806 -3.506  0.122
H 0.941 -1.757 3.298  0.080
H 0.861 -5.460 -0.103  0.092
H -1.877 5.251 -1.600  0.126
H 2.920 -0.079 -1.551  0.126
H 0.978 1.368 -4.682  0.056
H -0.494 5.129 3.796  0.077
H 1.624 -1.104 -0.912  0.096
H -4.802 1.430 0.073  0.098
H -0.758 -5.633 -0.953  0.089
H -1.160 2.416 -2.435  0.120
H -3.365 3.063 1.820  0.112
H -2.699 1.219 3.233  0.118
H -0.582 -1.733 1.245  0.131
H 4.976 -1.855 0.290  0.008
H 0.808 3.730 0.585  0.108
H -1.689 4.004 -0.455  0.109
H -0.284 -3.665 -2.420  0.066
H 2.411 1.864 -4.498  0.056
H 2.245 1.818 -0.317  0.123
H 2.758 -0.553 1.179  0.084
H 0.827 1.088 -0.981  0.115
H -4.688 1.967 2.112  0.124
H 1.005 -3.773 1.626  0.134
H -0.596 -6.137 0.681  0.093
H -2.381 -3.148 3.025  0.094
H 1.566 3.642 2.215  0.133
H -2.432 -3.205 1.418  0.087
H 4.813 -3.350 0.046  0.022
H -0.328 -2.656 4.157  0.085
H -0.612 -0.988 3.631  0.078
H -1.954 0.765 1.688  0.105
H -0.401 -4.522 2.370  0.133
H 3.570 -3.216 -3.638  0.123
H 0.894 3.227 -2.696  0.032
H 1.807 -3.336 -1.818  0.111
H 1.394 -2.054 -2.987  0.110
H 0.474 1.353 1.363  0.043
H -0.706 5.561 1.555  0.125
H 0.976 5.926 1.493  0.130
H 2.741 -4.730 -3.582  0.125
H -3.505 2.975 -1.374  0.058